ORCA calculation (wB97M-V/def2-TZVPD) on a 8-piece molecular cluster, C59H85FN11O overall in a non-equilibrium geometry.

Summary:
LUMO level = -0.159 Eh
Charge = +1
E_HOMO = -0.3360 Ha

```
157
Properties=species:S:1:pos:R:3:forces:R:3:lowdin_charge:R:1
C -4.843638 -5.402534 1.964099 -0.107 0.350 0.773 -0.142
C -5.943500 -4.181486 2.216595 0.993 0.471 0.119 -0.235
C -5.412650 -2.758110 1.534121 -1.363 0.035 -0.437 -0.222
C -5.446291 -1.512794 2.601645 -0.510 0.171 -0.753 -0.216
C -4.005165 -1.212598 3.346809 -1.201 -0.006 0.936 -0.200
C -3.043710 -2.528579 3.526466 0.758 -0.169 0.301 -0.197
C -1.941667 -2.748547 2.325393 -0.266 0.329 -0.790 -0.172
C -0.542042 -3.446550 2.861844 -1.525 0.183 1.519 -0.149
N 0.604568 -2.484574 2.643728 3.726 3.268 -0.300 -0.050
C 0.496758 -1.139367 3.392833 2.990 0.462 -1.701 0.105
C 1.585043 0.080694 3.280958 0.339 -3.494 -1.270 -0.048
C 1.263344 1.481606 4.133004 -1.546 0.077 -1.407 -0.141
C 0.075438 2.245797 3.237073 -2.092 1.206 -2.161 -0.150
C -1.362711 2.750601 3.841257 1.646 0.162 -4.911 -0.014
C -2.411459 3.443616 2.737939 3.229 -1.519 -1.322 -0.043
C -2.047052 3.599041 1.120849 2.096 -1.270 1.830 -0.175
C -3.081865 4.236087 -0.003522 0.856 -1.205 -0.235 -0.120
C -0.566999 3.102066 0.528161 -0.776 -0.897 5.252 -0.010
C 0.455482 2.425538 1.618366 -3.461 1.398 0.345 -0.017
C 2.907498 -0.155935 2.342071 -2.844 -2.207 0.645 -0.012
C 4.021884 1.043146 2.264525 -0.309 0.569 0.722 -0.084
C 5.148333 0.960856 3.498042 0.750 -0.555 0.600 -0.570
N 4.566938 1.317551 4.852227 1.016 0.085 0.258 0.029
N 6.252318 1.966442 3.168534 -1.052 -0.684 0.759 0.043
N 5.732624 -0.432652 3.585044 0.143 0.681 -0.527 0.040
C 3.017857 -1.612627 1.533373 -2.455 0.736 1.920 0.019
C 4.328432 -1.795253 0.565888 0.849 0.164 0.305 -0.166
C 4.349451 -0.805464 -0.743060 -0.496 1.110 -0.056 -0.224
C 3.991018 -1.531045 -2.168407 -0.904 1.266 0.125 -0.191
C 2.347224 -1.795932 -2.153487 0.549 -1.276 -0.332 -0.213
C 1.634300 -1.601065 -3.617701 -0.574 -0.935 0.506 -0.248
C 0.608866 -0.315874 -3.717281 0.079 -0.343 -1.534 -0.131
C 1.826985 -2.767905 1.745594 0.606 3.060 0.340 0.015
C 1.970430 -4.233101 0.977687 -1.123 -0.954 1.352 -0.033
C 0.744880 -4.514451 -0.108964 -5.387 5.347 -2.721 -0.163
O -0.137679 -3.522959 -0.414639 6.384 -7.445 2.360 -0.009
F 0.520800 -5.809739 -0.802973 1.371 3.826 2.635 -0.012
H -4.171491 -5.533421 2.934136 -1.360 0.264 -2.031 0.067
H -5.355698 -6.446520 1.780611 1.088 2.212 0.141 0.081
H -4.137009 -5.066017 1.093688 -1.419 -1.019 1.477 0.062
H -6.024744 -3.947318 3.380265 -0.123 -0.819 -2.497 0.105
H -6.989332 -4.436442 1.753137 2.079 0.388 1.118 0.109
H -4.388926 -2.883425 0.980438 -1.870 0.289 1.224 0.089
H -6.212197 -2.500435 0.690224 1.827 -0.460 1.711 0.116
H -6.333482 -1.736252 3.366078 2.139 0.481 -1.466 0.119
H -5.808044 -0.548138 2.000183 0.963 -1.955 1.414 0.111
H -3.488772 -0.287801 2.836805 -0.645 -2.045 0.841 0.106
H -4.285393 -0.852475 4.449544 0.703 -0.719 -2.330 0.105
H -2.451746 -2.371532 4.548478 -1.112 -0.351 -2.134 0.107
H -3.623087 -3.540495 3.646179 0.788 2.178 -0.141 0.098
H -1.765065 -1.671078 1.845324 0.090 -2.427 1.016 0.132
H -2.324926 -3.425301 1.438823 0.541 1.410 1.934 0.096
H -0.671412 -3.541192 4.045070 0.492 0.117 -2.549 0.142
H -0.364657 -4.534083 2.469855 -0.076 2.422 0.428 0.133
H -0.432434 -0.967595 4.099586 1.973 -0.729 -1.792 0.145
H 2.174978 2.214150 4.173836 -1.599 -1.880 0.117 0.097
H 0.818636 1.254683 5.209412 1.193 0.342 -2.343 0.130
H -1.626505 2.605819 4.981446 0.545 0.434 -2.655 0.095
H -3.454683 3.786915 3.147989 2.244 -0.586 -1.027 0.078
H -2.662845 5.263774 -0.385196 -1.043 -1.881 0.993 0.088
H -4.202200 4.256402 0.333973 2.328 0.233 -0.420 0.077
H -3.039018 3.503271 -0.944397 -0.072 1.566 2.078 0.092
H -0.259307 3.194106 -0.608206 -0.832 -0.165 2.659 0.101
H 1.499845 2.035229 1.209552 -2.476 0.903 1.104 0.077
H 3.481828 2.094186 2.433424 0.957 -2.428 -0.407 0.122
H 4.587419 1.136710 1.244617 -1.107 -0.655 2.035 0.116
H 5.381636 1.726593 5.396489 -1.419 -0.626 -0.845 0.093
H 4.297593 0.470105 5.409278 0.243 0.960 -0.999 0.080
H 7.150854 1.716859 3.640597 -1.211 0.224 -0.432 0.082
H 5.966245 2.920482 3.497944 0.308 -1.321 -0.412 0.093
H 5.140768 -1.090514 4.139775 0.916 1.055 -0.585 0.085
H 6.732748 -0.434396 3.888844 -1.485 -0.023 -0.151 0.088
H 4.518620 -2.883114 0.179936 -0.711 1.919 0.955 0.108
H 5.289415 -1.506067 1.211902 -2.327 -0.689 -1.070 0.115
H 3.499305 0.011943 -0.560581 1.816 -1.667 -0.508 0.106
H 5.362168 -0.175056 -0.778755 -2.040 -1.701 0.088 0.126
H 4.608681 -2.511363 -2.384011 -1.290 1.973 0.534 0.117
H 4.202353 -0.745076 -3.041554 -0.272 -1.726 1.930 0.122
H 1.815357 -1.136284 -1.334911 1.084 -1.335 -1.612 0.105
H 2.230718 -2.949511 -1.876361 0.043 2.510 -0.366 0.089
H 0.955790 -2.567305 -3.794181 1.670 2.056 0.254 0.107
H 2.483044 -1.607237 -4.435755 -1.837 0.177 1.553 0.109
H 0.568159 0.353131 -2.757390 0.141 -1.337 -1.876 0.068
H 0.947288 0.309895 -4.672126 -0.843 -0.978 2.270 0.066
H -0.476564 -0.725778 -3.998347 2.359 1.050 0.886 0.087
H 1.805548 -5.044649 1.837682 0.420 1.587 -1.916 0.142
H 3.038496 -4.439725 0.547402 -2.248 0.722 0.630 0.130
N 3.489369 -5.409541 -5.849344 -0.020 0.050 0.106 0.008
C 2.440272 -5.516969 -4.973905 -0.083 0.000 0.001 -0.137
C 2.957121 -5.693186 -3.709780 -0.332 0.117 -0.162 -0.120
C 4.367668 -5.685861 -3.826160 0.362 0.099 -0.187 -0.116
C 4.668770 -5.506130 -5.157689 0.056 0.005 0.018 -0.136
H 3.406320 -5.278535 -6.849129 0.017 -0.066 0.386 0.151
H 1.418513 -5.460570 -5.324680 0.168 -0.040 0.094 0.110
H 2.380532 -5.812771 -2.801720 0.036 -0.032 -0.171 0.074
H 5.086424 -5.798823 -3.024841 -0.068 -0.018 -0.170 0.092
H 5.618781 -5.440198 -5.671009 -0.176 -0.061 0.168 0.088
N -6.117889 2.395942 3.833806 0.120 -0.001 -0.033 0.000
C -6.548189 1.721191 4.946502 -0.105 -0.079 0.150 -0.150
C -7.782966 2.220518 5.296072 0.257 -0.360 0.100 -0.110
C -8.111529 3.227819 4.357652 0.084 0.225 -0.267 -0.113
C -7.067121 3.313119 3.464416 -0.026 0.198 -0.039 -0.147
H -5.238061 2.240748 3.358991 -0.328 -0.017 0.131 0.118
H -5.939849 0.946683 5.394021 -0.128 0.134 -0.035 0.100
H -8.382852 1.893679 6.135502 0.133 0.067 -0.136 0.102
H -9.013232 3.826083 4.335428 0.157 -0.109 -0.019 0.098
H -6.917972 3.947181 2.600654 -0.073 -0.096 0.140 0.105
N -1.574346 8.100952 2.796958 0.066 0.005 0.005 0.000
C -0.753215 8.888541 3.561148 0.046 0.062 0.077 -0.139
C -0.006550 8.063605 4.372424 -0.033 0.404 -0.099 -0.114
C -0.386557 6.731267 4.083096 -0.217 -0.256 -0.221 -0.115
C -1.353968 6.783588 3.104672 -0.069 -0.070 -0.014 -0.144
H -2.238316 8.438855 2.112416 0.276 -0.121 0.287 0.148
H -0.771593 9.965744 3.463633 0.023 -0.191 0.056 0.108
H 0.732884 8.386473 5.093759 -0.139 -0.029 -0.130 0.092
H 0.003946 5.830577 4.538892 -0.088 0.118 -0.097 0.082
H -1.903873 5.998318 2.603351 0.165 0.149 0.132 0.069
N -5.992367 4.585149 6.995339 0.069 0.058 0.092 0.008
C -4.980395 4.059075 7.755403 -0.018 0.061 -0.004 -0.151
C -5.163047 4.476330 9.054917 0.253 -0.234 -0.160 -0.119
C -6.329592 5.277428 9.080539 -0.292 0.146 -0.156 -0.115
C -6.822973 5.325317 7.795932 0.047 0.002 -0.027 -0.136
H -6.108627 4.447913 5.999708 -0.092 -0.038 0.318 0.119
H -4.218105 3.435835 7.307410 -0.112 0.101 0.099 0.094
H -4.525696 4.229338 9.894029 -0.105 0.035 -0.144 0.089
H -6.763439 5.766188 9.943310 0.065 -0.086 -0.162 0.092
H -7.690950 5.822489 7.383863 0.153 -0.078 0.097 0.107
N 0.937370 2.779301 -7.105157 -0.044 -0.045 0.058 0.008
C 0.112070 3.812340 -6.744261 -0.073 0.017 0.011 -0.132
C -1.180912 3.338867 -6.729335 0.193 0.379 0.095 -0.108
C -1.133067 1.970578 -7.088133 0.188 -0.322 -0.107 -0.134
C 0.187403 1.650780 -7.311789 0.034 -0.060 -0.053 -0.168
H 1.942567 2.839929 -7.202800 -0.398 -0.012 0.006 0.150
H 0.514241 4.793679 -6.531086 -0.112 -0.160 -0.059 0.108
H -2.063135 3.916255 -6.485131 0.167 -0.086 -0.056 0.093
H -1.971508 1.291449 -7.173487 0.120 0.072 0.060 0.095
H 0.656154 0.719592 -7.600797 -0.099 0.130 0.039 0.108
N -1.215899 1.333818 -10.678698 -0.062 -0.063 -0.086 0.004
C -2.075595 2.004840 -11.508872 0.019 0.022 -0.030 -0.140
C -1.573339 1.933863 -12.789067 -0.313 0.144 0.175 -0.117
C -0.371454 1.188746 -12.729772 0.273 -0.205 0.184 -0.119
C -0.176379 0.828269 -11.415261 0.022 0.028 -0.021 -0.150
H -1.330993 1.227482 -9.679159 0.093 0.147 -0.303 0.112
H -2.967918 2.475484 -11.118403 0.159 -0.062 -0.097 0.105
H -2.024528 2.370456 -13.670625 0.068 -0.073 0.163 0.091
H 0.281131 0.941169 -13.557009 -0.107 0.035 0.151 0.090
H 0.611746 0.257939 -10.942031 -0.115 0.098 -0.114 0.099
N 8.572664 -5.810287 -5.805690 -0.082 0.015 0.030 -0.010
C 8.684854 -7.170029 -5.675100 0.036 -0.152 0.005 -0.144
C 9.709267 -7.429752 -4.792307 -0.313 -0.197 -0.224 -0.114
C 10.229316 -6.182593 -4.371141 -0.047 0.423 -0.011 -0.116
C 9.507055 -5.199768 -5.010148 0.110 0.076 0.086 -0.146
H 7.904375 -5.332151 -6.395950 0.348 -0.194 0.211 0.133
H 8.028952 -7.834636 -6.221271 0.142 0.083 0.102 0.106
H 10.044880 -8.411393 -4.483963 -0.072 0.167 -0.074 0.093
H 11.042653 -6.019010 -3.676011 -0.141 -0.010 -0.134 0.092
H 9.578708 -4.121134 -4.967966 0.031 -0.195 -0.003 0.103
```
Forces are in eV/Å.